Entry from OMol25: 8 unconnected molecules or ions with the total composition C28H50Cl14O4P in a non-equilibrium geometry (wB97M-V/def2-TZVPD).

The HOMO energy comes out at -11.66 eV. Its largest force on an atom is 2.19 eV Å⁻¹. The molar mass comes out at 978.02 g mol⁻¹. The total charge is +1.

XYZ file:
```
97
Properties=species:S:1:pos:R:3:forces:R:3
C 5.0243 1.5253 2.9262 -0.5 -0.8 -0.6
C 4.3284 0.1660 2.6010 0.7 0.5 1.5
O 5.0049 -0.5078 1.4817 -0.4 0.4 -0.5
P 4.7020 0.1127 0.0785 -0.6 -0.2 -1.1
C 3.1627 -0.4324 -0.6812 -0.7 0.0 0.1
C 2.2599 -1.3049 0.2242 -0.2 -0.9 -0.3
C 2.9258 -2.5908 0.7784 0.1 0.8 1.2
C 1.9425 -3.7604 0.9066 0.2 -0.1 -0.5
O 2.4464 -4.8154 1.6936 -0.4 0.1 0.1
C 2.3866 -4.5941 3.1063 0.6 0.5 -0.1
O 5.8712 -0.2259 -0.9334 0.0 0.3 1.1
C 7.2108 0.0841 -0.4184 2.1 0.6 -0.2
O 7.7288 1.1354 -0.6567 -1.5 -1.3 0.2
C 7.8380 -1.0243 0.3880 -0.9 1.3 -0.4
C 8.1739 -0.6874 1.6898 0.1 0.3 -0.2
C 8.7122 -1.6650 2.4856 0.1 0.3 0.7
C 8.8956 -2.9400 1.9885 0.4 -0.5 0.8
C 8.5784 -3.2597 0.6914 0.0 -0.4 -0.2
C 8.0334 -2.2844 -0.1172 -0.3 -0.5 -0.8
H 5.4340 1.5077 3.9371 -0.2 0.2 -0.1
H 5.8718 1.6301 2.2392 -0.1 0.3 0.2
H 4.2941 2.3256 2.7854 0.4 0.2 0.2
H 3.2455 0.2473 2.4568 0.2 -0.1 -0.3
H 4.4996 -0.4856 3.4619 -0.2 -0.2 -0.4
H 4.6291 1.5110 0.2357 0.2 -0.3 0.0
H 2.5873 0.4700 -0.9413 0.4 0.0 0.1
H 3.3276 -0.9477 -1.6360 0.4 0.0 0.3
H 1.4183 -1.6333 -0.4076 0.2 0.3 0.0
H 1.7931 -0.7257 1.0273 0.2 0.0 -0.1
H 3.2703 -2.3609 1.8003 0.0 -0.1 -0.2
H 3.8470 -2.8475 0.2349 -0.4 -0.2 -0.1
H 1.7585 -4.1479 -0.1041 -0.1 -0.2 0.3
H 0.9723 -3.4382 1.3094 0.1 0.2 -0.1
H 2.0565 -5.5098 3.6025 0.1 0.1 -0.1
H 1.7383 -3.7533 3.4156 0.2 -0.7 -0.5
H 3.4067 -4.3235 3.4261 -0.2 -0.3 0.3
H 8.0021 0.3213 2.0537 0.1 -0.1 0.0
H 8.9784 -1.4202 3.5098 0.0 -0.2 -0.1
H 9.2968 -3.6995 2.6542 0.0 0.1 -0.2
H 8.7238 -4.2724 0.3305 0.0 0.2 0.0
H 7.7552 -2.5189 -1.1419 0.0 0.1 0.1
Cl 0.9549 1.7020 3.6969 0.0 0.0 -0.1
C 0.3166 0.5547 4.9144 0.0 0.0 0.0
C 1.0319 -0.7688 4.8448 0.0 0.0 0.1
Cl 0.6523 -1.6529 3.3386 -0.2 0.4 0.0
H -0.7528 0.4450 4.7508 0.0 0.0 -0.1
H 0.4650 1.0112 5.8878 0.1 0.0 -0.1
H 0.7248 -1.4056 5.6692 -0.1 0.0 0.0
H 2.1113 -0.6396 4.8997 0.0 0.0 -0.1
Cl -0.1841 2.8860 8.0868 0.0 0.0 -0.1
C -0.8277 1.7655 9.3158 -0.1 0.0 0.1
C -0.1249 0.4333 9.2837 0.0 0.0 0.3
Cl -0.5030 -0.4812 7.7972 -0.1 -0.1 0.3
H -1.8968 1.6580 9.1488 0.0 0.0 -0.1
H -0.6781 2.2363 10.2862 0.1 0.0 0.0
H -0.4495 -0.1783 10.1239 -0.1 0.0 0.0
H 0.9546 0.5492 9.3434 0.0 0.0 -0.1
Cl -0.4811 -3.0177 -1.9102 0.0 -0.1 0.0
C -1.9918 -2.4456 -1.1435 0.0 0.2 0.0
C -1.9285 -2.5212 0.3597 -0.1 0.0 0.0
Cl -1.9132 -4.2013 0.9620 0.1 0.0 0.0
H -2.8155 -3.0346 -1.5400 0.1 -0.1 0.0
H -2.1331 -1.4089 -1.4531 0.2 -0.3 0.1
H -2.8086 -2.0429 0.7883 0.0 0.0 -0.1
H -1.0436 -2.0171 0.7459 0.0 0.0 0.0
Cl -4.1913 -1.0055 -4.8007 0.0 -0.1 0.1
C -4.7375 0.5796 -4.1881 -0.1 0.0 -0.1
C -3.7891 1.1566 -3.1714 0.0 0.2 -0.1
Cl -3.7965 0.2243 -1.6488 -0.2 0.3 0.0
H -5.7361 0.4545 -3.7777 0.1 -0.1 0.1
H -4.8030 1.2454 -5.0483 0.1 0.0 0.0
H -4.0898 2.1734 -2.9235 -0.1 0.0 0.0
H -2.7684 1.1839 -3.5459 0.0 -0.1 0.0
Cl -6.4438 -0.7465 -8.8928 0.0 0.0 0.0
C -4.7064 -0.9993 -9.2041 0.1 -0.1 0.0
C -3.8464 -0.0484 -8.4122 0.1 0.0 0.0
Cl -4.0121 1.6374 -8.9717 0.0 0.0 0.0
H -4.5359 -0.8971 -10.2733 -0.1 0.1 0.0
H -4.4787 -2.0251 -8.9175 0.0 0.0 0.1
H -2.7969 -0.3171 -8.5259 0.0 0.0 -0.1
H -4.0928 -0.0783 -7.3546 -0.1 0.0 0.0
Cl -9.3078 0.3583 -3.6541 0.0 0.0 0.0
C -9.2526 1.6188 -4.9115 -0.1 0.0 -0.1
C -7.8392 2.0239 -5.2402 0.0 0.1 -0.2
Cl -7.0615 2.9022 -3.8912 0.0 0.0 0.0
H -9.8419 2.4659 -4.5683 0.1 0.0 0.1
H -9.7304 1.2056 -5.7986 0.1 0.0 0.0
H -7.8355 2.6954 -6.0975 0.0 0.0 0.0
H -7.2224 1.1607 -5.4823 0.0 0.0 0.1
Cl -4.6346 6.2734 -3.2501 0.0 0.0 0.0
C -6.2921 6.3588 -2.5978 -0.2 -0.1 0.0
C -6.9069 7.7233 -2.7807 -0.1 0.0 0.0
Cl -6.1215 8.9566 -1.7630 0.0 0.0 0.0
H -6.2565 6.0746 -1.5485 0.1 0.1 0.0
H -6.8803 5.6143 -3.1333 0.0 0.1 0.0
H -7.9562 7.6938 -2.4901 0.0 0.0 0.0
H -6.8474 8.0517 -3.8158 0.1 0.0 0.0
```
Forces are in eV/Å.

Entry from OMol25: 10 unconnected molecules or ions with the total composition C5H30N2O10 in a non-equilibrium geometry (wB97M-V/def2-TZVPD).

The HOMO energy comes out at -9.11 eV. Its largest force on an atom is 1.53 eV Å⁻¹. The molar mass comes out at 278.30 g mol⁻¹. Its energy above the lowest of the compared OMol25 structures with the same formula, charge and spin is 53.5 kcal/mol. Its structure (SMILES) is CNCC(=O)N(C)C.O.O.O.O.O.O.O.O.O.

XYZ file:
```
47
Properties=species:S:1:pos:R:3:forces:R:3
C 1.9493 -1.0745 1.2700 0.5 0.1 -0.4
N 0.7063 -1.2794 0.5406 0.3 0.2 -0.1
C 0.5963 -0.3086 -0.5560 -0.5 1.2 0.8
C -0.6323 -0.6167 -1.3705 -0.1 -1.4 -0.4
O -0.5764 -1.0120 -2.5249 0.1 0.2 0.0
N -1.8619 -0.6347 -0.6975 -0.2 1.0 -0.4
C -3.0130 -0.9551 -1.5303 -0.8 0.0 -0.2
C -2.0706 0.3226 0.4024 1.1 0.3 0.0
H 2.0526 -0.1124 1.7718 -0.4 0.0 0.2
H 2.7527 -1.0551 0.5271 0.1 -0.3 0.1
H 2.1497 -1.8767 1.9752 -0.1 -0.1 0.0
H -0.0684 -1.2239 1.1866 0.0 0.1 0.0
H 0.4444 0.7469 -0.2715 0.0 -0.2 0.9
H 1.5669 -0.2175 -1.0570 -0.8 -0.9 -0.6
H -2.7028 -0.9258 -2.5652 0.0 -0.4 -0.2
H -3.4644 -1.9193 -1.2916 0.4 -0.3 -0.1
H -3.8561 -0.2634 -1.4489 0.4 0.4 0.4
H -1.5183 -0.0861 1.2483 -0.4 0.5 0.5
H -3.1073 0.5288 0.6507 -0.1 -0.6 -0.1
H -1.6227 1.3078 0.1913 -0.4 -0.7 -0.2
O -0.3182 2.7054 0.4234 -0.2 0.5 -0.5
H 0.1657 3.5177 0.5980 -0.1 0.0 0.2
H -0.5668 2.3274 1.2859 0.6 0.2 0.2
O -2.1662 -2.4798 2.0579 0.3 0.0 -0.3
H -1.6741 -3.2505 1.7476 0.0 -0.1 0.3
H -2.2110 -1.9620 1.2418 -0.2 0.1 0.0
O 1.4996 -2.9425 -2.2943 0.0 -0.2 0.0
H 0.6807 -2.5068 -2.5730 0.0 0.1 -0.1
H 1.4510 -2.8939 -1.3320 0.0 0.1 0.1
O 1.0250 2.1934 -2.4737 0.2 0.1 0.2
H 1.4326 3.0642 -2.4187 0.0 0.0 -0.2
H 0.6210 2.0969 -1.6019 -0.1 0.0 0.0
O -0.2278 -0.7831 3.6190 -0.1 -0.2 0.1
H -1.0264 -1.2676 3.3582 0.0 -0.1 -0.1
H 0.3614 -1.4542 3.9744 0.0 0.0 0.1
O 3.2100 1.8663 1.3862 -0.3 0.5 0.1
H 3.7810 1.4795 2.0545 0.2 -0.1 -0.2
H 3.5470 1.6162 0.5213 0.1 -0.2 0.1
O 2.9662 -0.5115 -2.2803 0.9 0.2 0.3
H 3.0414 0.3131 -2.7661 -0.2 -0.2 -0.4
H 2.7201 -1.2391 -2.8639 -0.2 0.0 0.0
O -3.0281 2.2554 -2.3103 0.2 -0.1 0.3
H -2.5780 2.6137 -1.5357 0.0 0.2 -0.1
H -2.5801 1.4107 -2.4339 0.0 0.0 -0.3
O 0.4436 1.7310 2.8184 -0.2 0.2 0.1
H 1.2492 1.9827 2.3509 0.2 -0.4 0.0
H 0.4571 0.7726 2.9956 0.0 0.3 0.0
```
Forces are in eV/Å.

Entry from OMol25: 2 unconnected molecules or ions with the total composition C21H19BrINO2S in a non-equilibrium geometry (wB97M-V/def2-TZVPD).

The HOMO energy comes out at -7.80 eV. Its largest force on an atom is 5.06 eV Å⁻¹. The molar mass comes out at 556.26 g mol⁻¹. Its energy above the lowest of the compared OMol25 structures with the same formula, charge and spin is 226.4 kcal/mol. Its structure (SMILES) is Oc1ccc2c(c1O)Sc1c(ccc(CCCI)c1Br)N2.c1ccccc1.

XYZ file:
```
46
Properties=species:S:1:pos:R:3:forces:R:3
O -3.4724 -2.5712 2.0513 1.7 0.6 -0.5
C -2.4006 -2.1426 1.2149 3.8 1.2 -2.4
C -1.4746 -3.1299 0.3662 0.1 3.7 0.2
C -0.2795 -2.5989 -0.5460 -1.9 2.0 2.0
C 0.0744 -1.0671 -0.6472 -3.8 -2.1 2.6
C -0.8523 -0.1226 0.2331 0.6 -2.6 -0.7
C -2.0412 -0.6290 1.1082 1.4 -1.3 -1.0
O -2.7808 0.3831 1.8121 1.3 -2.2 -0.9
S -0.3926 1.6882 0.1476 1.1 -1.5 0.3
C 1.4751 1.5836 0.1116 2.1 -1.4 -0.5
C 2.0422 0.4005 -0.7617 3.2 2.2 1.6
C 3.6020 0.2289 -0.8676 -1.5 2.9 2.3
C 4.5355 1.2063 -0.0697 -4.1 0.2 -0.1
C 3.9251 2.3471 0.8243 -1.2 -1.0 -1.7
C 4.8482 3.3303 1.6854 -0.8 -1.0 0.3
C 4.5356 3.0607 3.2460 1.0 -0.3 0.5
C 4.1160 1.5577 3.6078 -0.9 1.1 1.5
I 5.6999 0.0810 3.1692 -0.9 0.7 0.2
C 2.3876 2.5546 0.8991 1.2 -3.6 -2.5
Br 1.4786 3.9654 1.9625 1.1 -1.4 -1.1
N 1.1644 -0.5398 -1.4801 -0.4 0.6 2.7
H -3.2126 -2.5528 3.0039 0.0 -0.1 -1.1
H -1.7433 -4.2436 0.4491 0.7 1.9 -0.3
H 0.3428 -3.3665 -1.1192 -1.1 1.2 0.9
H -3.1961 -0.0183 2.6056 0.3 0.1 -0.8
H 4.0498 -0.6020 -1.5219 -0.8 1.4 1.2
H 5.6694 1.0499 -0.1627 -2.0 0.5 0.4
H 4.5769 4.4153 1.4349 0.6 -1.6 0.3
H 5.9724 3.1074 1.5345 -2.0 0.4 -0.1
H 5.5267 3.2626 3.8109 -1.7 -0.2 -0.8
H 3.7504 3.7782 3.6855 1.1 -1.2 -0.8
H 4.0068 1.5192 4.7595 0.3 -0.1 -1.9
H 3.0927 1.2365 3.2000 1.9 0.3 0.2
H 1.7194 -1.2842 -1.9234 -0.5 0.5 0.4
C -3.6079 -1.7185 -3.8747 -0.1 0.0 0.0
C -4.7742 -1.3565 -4.5427 0.0 0.0 0.1
C -5.8943 -0.9567 -3.8200 0.1 0.0 0.1
C -5.8481 -0.9248 -2.4293 0.0 0.0 -0.1
C -4.6834 -1.2978 -1.7661 -0.2 0.1 0.1
C -3.5670 -1.6901 -2.4835 0.2 -0.1 -0.2
H -2.7316 -2.0228 -4.4374 -0.1 0.0 0.0
H -4.8096 -1.3844 -5.6271 0.0 0.0 0.1
H -6.8028 -0.6706 -4.3398 0.1 0.0 0.0
H -6.7193 -0.6119 -1.8637 0.1 0.0 0.0
H -4.6466 -1.2798 -0.6814 0.0 0.0 -0.1
H -2.6614 -1.9741 -1.9578 -0.1 0.0 0.0
```
Forces are in eV/Å.

Entry from OMol25: a gas-phase ion, C7H14N3 (charge +1) in a non-equilibrium geometry (wB97M-V/def2-TZVPD).

The HOMO energy (alpha / beta) comes out at -9.00 / -13.67 eV. Its largest force on an atom is 12.95 eV Å⁻¹. The molar mass comes out at 140.21 g mol⁻¹. The multiplicity is 3. As for the expectation value of S²: 2.0073. Its energy above the lowest of the compared OMol25 structures with the same formula, charge and spin is 73.4 kcal/mol. The total charge is +1.

XYZ file:
```
24
Properties=species:S:1:pos:R:3:forces:R:3
C 2.2622 -0.9756 -1.7414 -2.3 -1.4 0.6
C 0.2673 -0.7599 1.1015 4.2 -4.0 -9.1
C -0.5973 0.0115 1.7189 -8.9 6.9 6.4
C 0.2288 -0.8355 -0.6572 0.0 -1.3 3.3
C -0.5316 0.2481 3.1902 -1.1 1.2 0.0
C -1.7296 0.8532 1.1689 2.5 -1.9 -3.6
C -0.1844 0.8688 -2.5510 -0.1 0.3 -0.8
N 1.9050 0.2146 -2.0447 1.6 1.4 1.0
N 1.3078 -1.6672 -1.0364 0.9 -0.8 -0.5
N 0.6051 0.4346 -1.4173 -0.7 -1.1 1.4
H 3.1032 -1.5201 -2.1381 0.4 0.4 0.0
H 0.9998 -1.2691 1.6407 1.4 -1.1 0.1
H -0.7418 -1.2657 -1.0103 0.5 0.7 0.4
H 0.2624 0.9965 3.3926 0.0 -0.2 0.3
H -1.5452 0.7198 3.5568 2.2 -1.1 -0.5
H -0.2948 -0.6588 3.7263 0.1 -0.3 0.5
H -2.5706 1.0430 1.7076 -1.5 1.2 2.9
H -1.3031 1.7540 0.6864 -0.5 0.2 0.1
H -2.3349 0.3350 0.4200 0.6 -0.3 -1.1
H 0.0936 0.0833 -3.2715 -1.2 0.7 -0.4
H -1.2077 1.1053 -2.2749 -0.3 -0.7 -0.2
H 0.2694 1.8236 -2.8160 0.0 -0.2 -0.5
H 1.3067 -2.6234 -0.6956 0.5 0.3 -0.4
H 0.4298 1.0839 -0.6554 1.6 1.1 -0.1
```
Forces are in eV/Å.